{
  "formula": "C3H10N2O",
  "method": "wB97M-V/def2-TZVPD",
  "largest_force_ev_per_a": 1.4,
  "multiplicity": 2,
  "homo_energy_ev": [-13.408, -13.292],
  "homo_lumo_gap_ev": [9.80, 4.56],
  "total_charge": 1,
  "total_energy_ha": -304.6973,
  "species": ["O", "C", "C", "H", "H", "H", "H", "N", "C", "N", "H", "H", "H", "H", "H", "H"],
  "xyz": [[0.285, 1.407, -1.600], [0.412, 1.911, -0.510], [1.412, 1.444, 0.488], [-0.300, 2.706, -0.216], [2.325, 2.032, 0.491], [0.964, 1.356, 1.471], [1.754, 0.443, 0.210], [-0.704, -2.641, -0.037], [-0.703, -1.219, 0.027], [-0.719, -0.621, 1.298], [-0.263, -3.192, 0.703], [-0.601, -3.111, -0.937], [-1.580, -0.887, -0.548], [0.141, -0.843, -0.608], [-0.145, -1.122, 1.975], [-1.649, -0.592, 1.698]]
}

=====

{
  "formula": "C3H10N2O2",
  "method": "wB97M-V/def2-TZVPD",
  "largest_force_ev_per_a": 6.7,
  "homo_energy_ev": -9.016,
  "homo_lumo_gap_ev": 9.64,
  "total_energy_ha": -380.0473,
  "species": ["C", "C", "C", "H", "H", "H", "H", "H", "H", "H", "H", "H", "H", "N", "N", "O", "O"],
  "xyz": [[1.509, -0.211, 0.366], [0.275, 0.276, -0.337], [-0.802, 0.224, 0.638], [2.950, -1.294, -1.047], [3.547, -0.104, 0.117], [1.017, -1.157, 0.996], [1.723, 0.576, 1.150], [-0.101, -0.289, -1.234], [-0.607, 1.900, -0.485], [-0.773, -0.795, 1.132], [-0.594, 0.918, 1.557], [-3.388, -0.071, -1.335], [-3.129, -1.586, -0.015], [2.627, -0.206, -0.586], [-2.570, -0.542, -0.578], [0.397, 1.744, -0.393], [-2.079, 0.617, 0.053]]
}

=====

Copy entry 1 word for word.
{
  "formula": "C3H10N2O",
  "method": "wB97M-V/def2-TZVPD",
  "largest_force_ev_per_a": 1.4,
  "multiplicity": 2,
  "homo_energy_ev": [-13.408, -13.292],
  "homo_lumo_gap_ev": [9.80, 4.56],
  "total_charge": 1,
  "total_energy_ha": -304.6973,
  "species": ["O", "C", "C", "H", "H", "H", "H", "N", "C", "N", "H", "H", "H", "H", "H", "H"],
  "xyz": [[0.285, 1.407, -1.600], [0.412, 1.911, -0.510], [1.412, 1.444, 0.488], [-0.300, 2.706, -0.216], [2.325, 2.032, 0.491], [0.964, 1.356, 1.471], [1.754, 0.443, 0.210], [-0.704, -2.641, -0.037], [-0.703, -1.219, 0.027], [-0.719, -0.621, 1.298], [-0.263, -3.192, 0.703], [-0.601, -3.111, -0.937], [-1.580, -0.887, -0.548], [0.141, -0.843, -0.608], [-0.145, -1.122, 1.975], [-1.649, -0.592, 1.698]]
}

=====

Which formula does entry 2 have?
C3H10N2O2